(1)
This record from the OMol25 dataset describes 3 unconnected molecules or ions with the total composition C4H11N4O2. The level of theory is the ωB97M-V functional and the def2-TZVPD basis.

Positions of all 21 atoms, in Å:
O: 0.1191 -1.4884 -1.0436
O: -0.5961 0.9190 -1.5465
N: 2.7243 0.4347 -0.1044
N: -3.1906 0.2416 0.7988
N: -1.5566 0.7210 -0.8795
N: 0.8111 -0.5825 -1.5448
C: -2.1193 0.5669 0.1843
C: 3.3169 1.5494 0.1189
C: 3.0303 -0.6286 0.8413
C: -4.2279 -0.6051 0.3920
H: 3.0430 2.3315 -0.5075
H: 2.1392 -0.9436 1.3741
H: 1.3495 -0.0342 -0.8562
H: 3.7959 -0.4647 1.4642
H: 1.0559 -0.8353 -2.5066
H: -3.3398 0.7157 1.7007
H: 3.9250 1.7886 1.0095
H: -4.5808 -1.3728 1.0795
H: 3.3750 -1.5542 0.3542
H: -4.0155 -0.8645 -0.6053
H: -5.0588 0.1057 0.2771

Properties
Charge = +1
Gap between HOMO and LUMO (alpha / beta) = 7.3 / 7.3 eV
HOMO (alpha / beta) = -0.4638 / -0.4638 Ha
E_LUMO (alpha / beta) = -0.195 / -0.195 Ha

(2)
This record from the OMol25 dataset describes a gas-phase ion, C4H11N6 (charge +1). The level of theory is the ωB97M-V functional and the def2-TZVPD basis.

Positions of all 21 atoms, in Å:
N: 0.6482 -1.2569 0.3921
N: 1.2316 1.3885 1.2047
N: 2.7042 -0.9005 -0.4210
N: -1.5628 -1.9457 0.6942
N: -0.5071 1.3215 -0.4244
N: -2.6314 0.2996 -0.3219
C: -1.3086 0.1961 0.0128
C: -0.7266 -0.9749 0.3079
C: 0.5718 1.8718 0.1285
C: 1.3708 -0.9074 -0.6113
H: -2.4891 -1.7222 0.3266
H: 3.3770 -0.9172 -1.2450
H: -3.1495 1.1119 0.0830
H: 0.9456 2.7858 -0.4364
H: 0.9887 -0.4789 -1.5403
H: -0.8442 1.7390 -1.3116
H: -1.3176 -2.9065 0.6733
H: 0.8333 0.4209 1.6225
H: -2.7970 0.3467 -1.2998
H: 1.6064 2.0106 1.9058
H: 3.0564 -1.4823 0.2605

Properties
Charge = +1
Gap between HOMO and LUMO = 8.4 eV
Structure (SMILES) = N/C=N/C(N)=C(/N)NC=[NH2+]
HOMO = -0.4282 Ha
E_LUMO = -0.120 Ha

(3)
This record from the OMol25 dataset describes 2 unconnected molecules or ions with the total composition C4H11NO. The level of theory is the ωB97M-V functional and the def2-TZVPD basis.

Positions of all 17 atoms, in Å:
O: -0.9363 -3.6363 0.9488
N: -0.1214 -0.8421 -1.6112
C: -0.1443 0.0700 -0.5254
C: 0.8640 2.1942 0.4928
C: -1.0487 -0.0822 0.4469
C: 1.0444 0.9648 -0.4253
H: -1.0504 -1.1084 -1.9033
H: -1.0276 0.4716 1.3833
H: 0.3378 -0.4539 -2.4279
H: 0.6936 2.0460 1.5598
H: 0.0304 2.7754 0.0911
H: 1.8302 2.7164 0.4925
H: -1.1123 -2.7357 0.6318
H: 1.8693 0.3827 0.0124
H: -0.5090 -3.5395 1.8066
H: -1.9983 -0.6095 0.4269
H: 1.2785 1.3865 -1.3996

Properties
Charge = -1
Gap between HOMO and LUMO (alpha / beta) = 2.9 / 8.9 eV
HOMO (alpha / beta) = 0.0479 / -0.1716 Ha
E_LUMO (alpha / beta) = 0.155 / 0.155 Ha
Spin multiplicity = 2

(4)
This record from the OMol25 dataset describes 2 unconnected molecules or ions with the total composition C4H11NO. The level of theory is the ωB97M-V functional and the def2-TZVPD basis.

Positions of all 17 atoms, in Å:
O: 0.0618 -1.4101 1.4219
N: -2.1717 -1.4921 1.5088
C: -1.0705 0.6396 1.9240
C: 0.8633 0.4392 -1.5523
C: -0.9765 -0.8002 1.5888
C: 2.2778 0.4132 -2.1430
H: 2.5818 1.3535 -2.6069
H: -2.0248 1.0151 2.3068
H: -3.0413 -1.0117 1.3517
H: -0.3424 0.9691 2.6594
H: -2.0953 -2.3780 1.0229
H: 3.0137 0.1683 -1.4023
H: 0.8205 0.4213 -0.4591
H: 2.3008 -0.2968 -2.9551
H: 0.2346 1.2469 -1.9085
H: 0.3845 -0.5005 -1.8011
H: -0.8163 1.2230 1.0441

Properties
Gap between HOMO and LUMO = 10.8 eV
Structure (SMILES) = CC(N)=O.CC
HOMO = -0.3661 Ha
E_LUMO = 0.032 Ha

Total energy for the records above, in order: -14366.9033 -13260.2413 -7862.0196 -7864.2714 eV
F_max for the records above, in order: 5.504 4.484 1.546 1.500 eV/A
Relative energy (zero: lowest compared OMol25 entry of this formula, charge and spin) for the records above, in order: 929.3 22.9 47.7 27.2 kJ/mol